Entry 1:
Computed, not measured: a structure of composition C4H9N3O, with ωB97M-V/def2-TZVPD.

## Properties
LUMO level = 0.0267 hartree
HOMO = -8.82 eV
ΔE to the lowest compared entry with this formula, charge and spin = 265.7 kJ/mol
largest force on an atom = 3.42 eV Å⁻¹

Geometry as ORCA input:
```
! RIJCOSX wB97M-V def2-TZVPD def2/J DEFGRID3
* xyz 0 1
O 0.77 1.43 1.49
N -0.90 0.04 -2.25
N -1.20 1.14 -0.14
N 0.38 -0.53 -0.27
C -0.77 0.24 -0.89
C -0.16 0.71 1.19
C 1.73 -0.50 -0.81
C -1.02 0.01 2.20
H -0.03 0.04 -2.77
H -1.55 0.71 -2.63
H 1.96 0.51 -1.16
H -1.88 -0.49 1.75
H -1.38 0.75 2.92
H -0.42 -0.75 2.71
H 1.82 -1.21 -1.63
H 2.45 -0.76 -0.03
H 0.20 -1.34 0.32
*
```



Entry 2:
Computed, not measured: the ion C4H9N3OP with charge +1, with ωB97M-V/def2-TZVPD.

## Properties
LUMO level = -0.1559 hartree
HOMO = -12.19 eV
ΔE to the lowest compared entry with this formula, charge and spin = 245.0 kJ/mol
largest force on an atom = 5.94 eV Å⁻¹

Geometry as ORCA input:
```
! RIJCOSX wB97M-V def2-TZVPD def2/J DEFGRID3
* xyz 1 1
P -2.83 0.12 0.18
O 2.47 0.46 0.13
N -0.55 -1.50 -0.12
N 0.11 2.27 -0.02
N 1.85 -1.75 0.30
C -0.46 1.04 0.43
C 0.07 -0.18 -0.28
C 1.58 -0.45 -0.06
C -1.80 -1.32 0.08
H -2.30 -2.28 0.20
H 0.03 2.40 -1.12
H 2.70 -2.18 0.31
H -0.03 0.04 -1.29
H 2.12 1.42 0.09
H -0.62 1.02 1.50
H -0.25 2.93 0.60
H -3.09 0.25 -1.13
H 1.01 -2.29 0.19
*
```



Entry 3:
Computed, not measured: a structure of composition C4H9N3S, with ωB97M-V/def2-TZVPD.

## Properties
LUMO level = 0.0320 hartree
HOMO = -7.80 eV
ΔE to the lowest compared entry with this formula, charge and spin = 348.7 kJ/mol
largest force on an atom = 4.56 eV Å⁻¹

Geometry as ORCA input:
```
! RIJCOSX wB97M-V def2-TZVPD def2/J DEFGRID3
* xyz 0 1
S -3.66 1.06 -0.14
N -2.42 -1.34 0.33
N -0.43 -1.35 -0.75
N -1.10 -1.95 0.29
C 0.14 0.79 0.50
C -2.50 -0.09 0.02
C 1.55 0.94 -0.11
C -0.68 0.09 -0.64
H -0.51 0.70 -1.49
H 2.02 -0.10 -0.28
H -0.74 -1.71 -1.59
H -0.64 -1.69 1.08
H -3.21 -1.97 0.79
H -0.24 1.76 0.63
H 1.42 1.48 -1.03
H 2.23 1.37 0.59
H 0.23 0.22 1.37
*
```



Entry 4:
Computed, not measured: an isolated molecule of C4H9N3S, with ωB97M-V/def2-TZVPD.

## Properties
LUMO level = 0.0032 hartree
HOMO = -8.49 eV
SMILES string = C[C@H](C=S)N/N=C/N
ΔE to the lowest compared entry with this formula, charge and spin = 326.6 kJ/mol
largest force on an atom = 5.13 eV Å⁻¹

Geometry as ORCA input:
```
! RIJCOSX wB97M-V def2-TZVPD def2/J DEFGRID3
* xyz 0 1
S -2.24 -2.18 -0.23
N 1.25 -0.13 -0.75
N 0.26 0.79 -0.19
N 3.14 -1.30 -0.04
C -1.09 0.39 -0.50
C -1.49 -0.85 0.26
C 2.03 -0.51 0.12
C -2.10 1.41 0.12
H -1.06 0.16 -1.61
H 0.52 1.65 -0.76
H -1.40 -0.71 1.45
H -1.69 1.39 1.18
H 3.27 -2.12 -0.78
H 3.76 -1.38 0.90
H 1.82 -0.27 1.21
H -3.09 1.25 -0.06
H -1.89 2.43 -0.31
*
```